Record 1
{"formula": "C33H33MgN8OSb", "method": "wB97M-V/def2-TZVPD", "symbols": ["Mg", "C", "C", "C", "C", "C", "C", "N", "Sb", "C", "C", "C", "C", "C", "C", "N", "C", "C", "C", "C", "C", "C", "N", "H", "H", "H", "H", "H", "H", "H", "H", "H", "H", "H", "H", "H", "H", "H", "H", "H", "H", "N", "C", "C", "C", "C", "C", "N", "C", "C", "C", "C", "C", "N", "H", "H", "H", "H", "H", "H", "H", "H", "H", "O", "N", "C", "C", "C", "N", "C", "C", "H", "H", "H", "H", "H", "H"], "coordinates": [[-19.0738, -2.3562, 7.8219], [-15.3791, -0.7582, 6.4709], [-16.0777, 0.1480, 7.3390], [-15.4732, 1.3048, 7.9192], [-16.2411, 2.1560, 8.7225], [-17.5553, 1.6975, 9.0876], [-18.0149, 0.5519, 8.6547], [-17.2867, -0.2505, 7.8798], [-20.2683, 0.7222, 9.7860], [-19.7098, -0.8995, 11.5604], [-20.3032, -0.5242, 12.8691], [-20.7067, -1.7012, 13.7230], [-20.4503, -3.0629, 13.8075], [-19.9205, -3.5348, 12.5645], [-19.3880, -5.9720, 12.0589], [-20.1154, -2.3295, 11.3661], [-21.1953, -0.2090, 7.4784], [-22.5447, 0.3617, 7.3082], [-23.6061, 0.0773, 6.3435], [-23.2783, -1.0500, 5.6053], [-22.0018, -1.5949, 5.6915], [-21.9143, -2.6887, 4.9090], [-20.9855, -1.2501, 6.5458], [-15.8626, -1.7068, 6.7824], [-15.8031, -0.8470, 5.4729], [-14.2864, -0.9265, 6.4541], [-14.3920, 1.4407, 7.8237], [-15.8787, 3.1427, 9.0171], [-18.3291, 2.1403, 9.7330], [-20.7086, 0.4749, 13.1505], [-21.2534, -1.1369, 14.4724], [-20.6195, -3.6187, 14.7519], [-19.2051, -5.8305, 10.9432], [-20.2916, -6.5164, 12.4072], [-18.2190, -5.5800, 12.7354], [-22.7647, 1.1544, 8.0281], [-24.4953, 0.6870, 6.2242], [-23.9727, -1.5847, 4.9512], [-21.8447, -2.2722, 3.9143], [-21.1903, -3.4945, 5.0111], [-22.7111, -3.4141, 4.9084], [-18.3404, -5.5880, 8.0851], [-17.4089, -4.8841, 8.8401], [-16.1026, -5.5152, 8.9919], [-14.9546, -4.9366, 9.6228], [-15.3057, -3.7484, 10.4364], [-16.6137, -3.1270, 10.0930], [-17.5174, -3.6307, 9.2087], [-19.7832, -5.5626, 8.0294], [-20.4184, -6.8714, 7.9411], [-21.8240, -6.9251, 8.0897], [-22.5371, -5.7084, 8.4463], [-21.7606, -4.4498, 8.3080], [-20.4225, -4.4430, 7.9611], [-18.0304, -5.7075, 7.1106], [-16.0983, -6.4945, 8.5194], [-13.9835, -5.3346, 9.3027], [-14.5075, -3.4721, 11.1620], [-17.1069, -2.5063, 10.9175], [-19.7507, -7.7257, 7.9197], [-22.3038, -7.8812, 7.8991], [-23.6068, -5.7025, 8.7617], [-22.1570, -3.5875, 8.8673], [-21.3778, -1.6352, 11.0269], [-17.3037, -2.9132, 1.8193], [-17.7337, -2.7654, 3.1280], [-18.0859, -1.4655, 3.6361], [-18.2141, -1.4000, 5.0476], [-18.4024, -2.4575, 5.9192], [-18.2670, -3.6923, 5.2948], [-17.8087, -3.9058, 3.9619], [-17.7929, -2.3353, 1.1283], [-17.2545, -3.8865, 1.5240], [-18.2466, -0.6408, 2.9222], [-17.8628, -0.5057, 5.5749], [-19.0199, -4.3827, 5.6961], [-17.6751, -4.9317, 3.5474]], "lowdin_charge": [0.7673, -0.0551, -0.3326, -0.0308, -0.0288, -0.2205, -0.3992, 0.0395, 1.3327, -0.3396, -0.1684, -0.1529, -0.1937, 0.0077, -0.1089, -0.2600, -0.2956, -0.1499, -0.0422, -0.0771, -0.4238, -0.1128, 0.0032, 0.0764, 0.0607, 0.1035, 0.1067, 0.1019, -0.0304, 0.0679, 0.0639, 0.0832, -0.0804, -0.0535, 0.0928, 0.0379, 0.0965, 0.1142, 0.1022, 0.0729, 0.0908, 0.0797, -0.3433, -0.0026, -0.0390, -0.0105, -0.0951, 0.0589, -0.3401, 0.0131, -0.0503, -0.0023, -0.0477, 0.0776, 0.1275, 0.1002, 0.1020, 0.1023, 0.1320, 0.1080, 0.0992, 0.1108, 0.1188, -0.3548, 0.1034, -0.3112, 0.0285, -0.1184, -0.0424, -0.1227, 0.0022, 0.1122, 0.0978, 0.1248, 0.0993, 0.0936, 0.1224], "e_lumo_ev": [-0.6, -0.6], "orbital_gap_ha": [0.1559, 0.1486]}



Record 2
{"formula": "C46H40BrClKN4O6Sb", "method": "wB97M-V/def2-TZVPD", "symbols": ["K", "O", "C", "C", "C", "C", "C", "C", "C", "O", "N", "N", "C", "C", "Br", "C", "C", "C", "C", "C", "C", "C", "H", "H", "H", "H", "H", "H", "H", "H", "H", "H", "H", "H", "H", "H", "O", "Cl", "O", "O", "O", "C", "N", "C", "C", "C", "C", "C", "N", "C", "C", "C", "C", "C", "C", "H", "H", "H", "H", "H", "H", "H", "H", "H", "H", "H", "C", "C", "C", "C", "C", "C", "Sb", "C", "C", "C", "C", "C", "C", "C", "C", "C", "C", "C", "C", "H", "H", "H", "H", "H", "H", "H", "H", "H", "H", "H", "H", "H", "H", "H"], "coordinates": [[0.0058, -0.8240, 0.5545], [-0.6368, 1.0832, -5.2763], [-1.8742, 1.1517, -4.7014], [-2.9739, 1.3543, -5.5258], [-4.2464, 1.4094, -4.9744], [-4.4235, 1.2469, -3.6081], [-3.3140, 1.0641, -2.7928], [-2.0324, 1.0367, -3.3163], [-0.8173, 0.9457, -2.3882], [-1.1136, 0.8857, -1.0852], [-0.0553, -0.2550, -2.8866], [1.1986, -0.3663, -2.3522], [1.6722, -1.5448, -2.2462], [2.9887, -1.8169, -1.6794], [3.8623, -0.3719, -0.8224], [3.5555, -3.0259, -1.6306], [3.0106, -4.2538, -2.2405], [2.5123, -4.2860, -3.5429], [1.9816, -5.4537, -4.0696], [1.9476, -6.6119, -3.3082], [2.4639, -6.5993, -2.0198], [3.0000, -5.4350, -1.4966], [-0.0716, 0.6142, -4.6280], [-2.8133, 1.4517, -6.5927], [-5.1028, 1.5692, -5.6203], [-5.4151, 1.2812, -3.1746], [-3.4081, 0.9563, -1.7207], [-0.1417, 1.7891, -2.6473], [-0.6180, -1.0994, -2.7497], [1.0815, -2.4203, -2.5090], [4.4655, -3.1382, -1.0527], [2.5467, -3.3881, -4.1469], [1.5837, -5.4533, -5.0767], [1.5116, -7.5168, -3.7120], [2.4294, -7.4936, -1.4106], [3.3794, -5.4248, -0.4819], [-2.7658, -4.0678, -0.7165], [-1.4119, -3.9390, -0.2598], [-0.7799, -5.2324, -0.1911], [-1.3894, -3.3223, 1.0539], [-0.6663, -3.0937, -1.1772], [2.2275, -3.7019, 1.6005], [1.9425, -2.2949, 1.8589], [2.1457, -1.8069, 3.0241], [1.9555, -0.4278, 3.3768], [2.2876, 0.1336, 4.6205], [2.0348, 1.5035, 4.5019], [1.5395, 1.6766, 3.1996], [1.4878, 0.5260, 2.5127], [2.0633, -4.6531, 2.7601], [3.1561, -5.1219, 3.4798], [2.9862, -5.9822, 4.5590], [1.7114, -6.3818, 4.9284], [0.6118, -5.9182, 4.2138], [0.7844, -5.0612, 3.1388], [3.2532, -3.7789, 1.2151], [1.5674, -4.0248, 0.7903], [2.5063, -2.4389, 3.8477], [2.6816, -0.4004, 5.4750], [2.1842, 2.2741, 5.2449], [1.2464, 2.6113, 2.7356], [4.1528, -4.8032, 3.1928], [3.8493, -6.3355, 5.1115], [1.5726, -7.0511, 5.7693], [-0.3868, -6.2302, 4.4949], [-0.0679, -4.7008, 2.5737], [-4.5807, 4.6677, -2.2986], [-5.0569, 4.1089, -1.1210], [-4.1742, 3.5122, -0.2292], [-2.8068, 3.4652, -0.4903], [-2.3445, 4.0327, -1.6754], [-3.2215, 4.6276, -2.5736], [-1.4827, 2.4577, 0.8785], [-1.8612, 4.0400, 2.3952], [-2.5300, 5.2453, 2.1706], [-2.7328, 6.1678, 3.1915], [-2.2686, 5.9023, 4.4728], [-1.6089, 4.7072, 4.7220], [-1.4167, 3.7890, 3.6958], [0.3104, 3.4592, 0.2087], [1.3273, 2.7442, -0.4143], [2.4744, 3.3845, -0.8711], [2.6239, 4.7526, -0.7082], [1.6182, 5.4796, -0.0838], [0.4752, 4.8361, 0.3698], [-5.2679, 5.1189, -3.0047], [-6.1183, 4.1265, -0.8999], [-4.5634, 3.0757, 0.6861], [-1.2870, 3.9966, -1.9096], [-2.8405, 5.0436, -3.4991], [-2.9010, 5.4777, 1.1782], [-3.2527, 7.0971, 2.9835], [-2.4214, 6.6209, 5.2705], [-1.2392, 4.4831, 5.7163], [-0.8943, 2.8633, 3.9186], [1.2342, 1.6790, -0.5682], [3.2450, 2.7992, -1.3575], [3.5185, 5.2513, -1.0639], [1.7219, 6.5505, 0.0527], [-0.2967, 5.4201, 0.8552]], "lowdin_charge": [0.6158, 0.0272, -0.2803, -0.0392, -0.1150, -0.1028, -0.0296, -0.0980, -0.4835, -0.4400, -0.0142, 0.0348, -0.2340, -0.6411, 0.7858, -0.1244, -0.2199, -0.0468, -0.0850, -0.0985, -0.0804, -0.0365, 0.0750, 0.1023, 0.0873, 0.0925, 0.1090, 0.1411, 0.1304, 0.1034, 0.0985, 0.1152, 0.0976, 0.0938, 0.1008, 0.1036, -0.3427, 0.6384, -0.3573, -0.4066, -0.4128, -0.1993, -0.0133, -0.1357, -0.3730, -0.1094, -0.1469, -0.2470, -0.0012, -0.2210, -0.0606, -0.1102, -0.1190, -0.0844, -0.0133, 0.0987, 0.0979, 0.1200, 0.0756, 0.0624, 0.0692, 0.1069, 0.0889, 0.0871, 0.0972, 0.0985, -0.1165, -0.1104, -0.1536, -0.3827, -0.1159, -0.0911, 1.5551, -0.3649, -0.1499, -0.1149, -0.1270, -0.1078, -0.1426, -0.3495, -0.1291, -0.0869, -0.1111, -0.1063, -0.1245, 0.0899, 0.0907, 0.0976, 0.0986, 0.0985, 0.0856, 0.0881, 0.0850, 0.0926, 0.0755, 0.0564, 0.0803, 0.0883, 0.0894, 0.0810], "charge": -2, "e_above_lowest_kj_mol": 3.51, "e_lumo_ev": 4.0, "orbital_gap_ha": 0.2276}



Record 3
{"formula": "C22H27N3O2", "method": "wB97M-V/def2-TZVPD", "symbols": ["C", "C", "C", "N", "N", "C", "C", "C", "C", "O", "N", "C", "C", "C", "C", "C", "C", "C", "C", "C", "C", "C", "C", "C", "O", "C", "C", "H", "H", "H", "H", "H", "H", "H", "H", "H", "H", "H", "H", "H", "H", "H", "H", "H", "H", "H", "H", "H", "H", "H", "H", "H", "H", "H"], "coordinates": [[3.4673, 2.2363, 1.4490], [4.3567, 1.3323, 0.7143], [4.1103, 1.5885, -0.7808], [3.0478, 0.9291, -1.0999], [2.8373, -0.5180, -1.1250], [1.3851, -0.4944, -1.3533], [0.8473, -1.7577, -1.6053], [-0.4044, -1.8626, -1.9505], [-1.1973, -3.0413, -1.5308], [-0.9094, -4.1223, -1.6231], [-2.5367, -2.8049, -1.1151], [-3.2236, -3.8966, -0.4539], [-2.7531, -4.0524, 0.9189], [-2.2597, -2.6907, 1.5571], [-1.1878, -2.1922, 1.1962], [-0.7814, -1.0069, 1.8098], [-1.7423, 0.0789, 2.3588], [-1.3468, 1.4877, 2.5242], [-2.9984, -0.5001, 2.1236], [-3.2657, -1.6738, 1.9928], [-1.1825, -0.5703, -2.1519], [-0.4600, 0.6788, -2.2838], [0.8465, 0.6778, -1.8834], [2.0446, 1.5953, -1.4204], [2.3172, 2.8274, -1.7013], [0.9367, 3.7370, -1.8372], [0.0503, 3.7652, -0.4674], [3.4810, 3.3256, 0.9665], [3.4522, 2.2075, 2.3851], [2.4280, 1.8958, 1.3479], [4.2775, 0.2608, 0.9764], [5.4144, 1.7728, 0.9250], [4.4623, 2.4826, -1.2688], [5.0254, 0.8097, -1.3675], [1.1972, -2.6796, -1.2390], [-2.8872, -1.9656, -1.0222], [-3.2257, -4.6974, -1.0664], [-4.1763, -3.5998, -0.4993], [-3.4449, -4.5594, 1.7286], [-1.9251, -4.6484, 0.9581], [-0.4641, -2.8706, 1.0624], [0.3794, -0.8161, 1.6426], [-0.2342, 1.5224, 2.3342], [-1.4666, 1.6413, 3.7369], [-1.8941, 2.1687, 2.1036], [-3.7603, 0.2640, 2.4621], [-4.4157, -2.0125, 2.0228], [-1.9797, -0.6219, -2.5802], [-0.9263, 1.4155, -2.3468], [0.1417, 3.2766, -2.5593], [1.1688, 4.6569, -2.2320], [-0.7665, 4.3989, -0.8158], [-0.4419, 2.6030, -0.2779], [0.5826, 4.0192, 0.3613]], "lowdin_charge": [-0.1128, -0.2257, -0.2317, -0.1585, 0.1725, -0.1969, -0.0068, -0.0923, -0.5105, 0.1763, 0.0895, -0.1787, -0.0950, -0.1895, -0.1681, 0.0465, -0.2007, -0.0633, -0.1856, -0.0828, 0.0840, 0.0036, -0.0331, -0.3164, -0.0070, -0.0177, -0.0444, 0.1439, -0.0158, 0.0752, 0.1175, 0.1393, 0.1297, 0.2088, 0.1235, 0.0526, 0.0958, 0.0879, 0.1564, 0.0721, 0.1029, 0.1366, 0.0847, 0.1430, -0.0014, 0.1423, 0.1665, -0.0023, -0.0261, 0.1257, 0.0658, 0.0676, 0.1401, 0.0129], "e_above_lowest_kj_mol": 1747.75, "e_lumo_ev": 0.5, "smiles": "CCCn1nc2cc(C(=O)NCCc3ccc(C)cc3)ccc2c1OCC", "orbital_gap_ha": 0.2902}



Number 1: E -60684.1006 eV. Number 2: E -172019.3218 eV. Number 3: E -31801.6167 eV.